# C5H11PS

The molecule C5H11PS in a non-equilibrium geometry (ωB97M-V/def2-TZVPD, OMol25).

charge	0
frontier orbital gap (spin up / spin down)	5.89 / 5.89	eV
energy	-936.50688	hartree
HOMO level (spin up / spin down)	-8.022 / -8.024	eV

Each atom is followed by the atoms it is bonded to, with distances in Å.
Element x y z (Å)
1 C -1.864 1.351 0.055  C2 1.548, S7 1.829, H8 1.151, H9 1.147
2 C -0.719 0.316 -0.057  C1 1.548, C5 1.649, P6 1.876, H10 1.084
3 C 1.913 0.341 -0.644  C5 1.584, H11 1.052, H12 1.144, H13 1.086
4 C -0.988 -2.405 0.728  P6 1.909, H14 1.109, H15 1.109, H16 1.084
5 C 0.529 1.093 -0.805  C2 1.649, C3 1.584, H17 1.096, H18 1.176
6 P -1.087 -1.342 -0.855  C2 1.876, C4 1.909
7 S -3.477 0.489 0.059  C1 1.829
8 H -1.873 2.048 0.971  C1 1.151
9 H -1.924 1.914 -0.943  C1 1.147
10 H -0.454 -0.075 0.918  C2 1.084
11 H 1.916 -0.448 -1.340  C3 1.052
12 H 2.345 -0.046 0.343  C3 1.144
13 H 2.721 1.031 -0.867  C3 1.086
14 H -1.103 -3.447 0.369  C4 1.109
15 H -2.003 -2.301 1.164  C4 1.109
16 H -0.066 -2.317 1.290  C4 1.084
17 H 0.267 1.224 -1.862  C5 1.096
18 H 0.515 2.185 -0.369  C5 1.176


# C5H11S

A cluster of 2 separate species, C5H11S in total (ωB97M-V/def2-TZVPD, OMol25).

spin multiplicity	2
charge	-2
frontier orbital gap (spin up / spin down)	2.49 / 6.30	eV
energy	-595.14062	hartree
HOMO level (spin up / spin down)	4.133 / 0.198	eV

Each atom is followed by the atoms it is bonded to, with distances in Å.
Element x y z (Å)
1 C 2.062 -0.884 -0.188  C2 1.500, H5 1.097, H6 1.092, H7 1.096
2 C 1.264 -0.743 1.074  C1 1.500, C3 1.330, C4 1.499
3 C 1.730 -0.094 2.138  C2 1.330, H8 1.085, H9 1.084
4 C -0.116 -1.323 1.004  C2 1.499, H10 1.094, H11 1.099, H12 1.111
5 H 2.184 -1.941 -0.458  C1 1.097
6 H 3.041 -0.404 -0.119  C1 1.092
7 H 1.534 -0.411 -1.024  C1 1.096
8 H 1.119 0.033 3.025  C3 1.085
9 H 2.711 0.369 2.144  C3 1.084
10 H -0.584 -1.279 1.993  C4 1.094
11 H -0.105 -2.369 0.666  C4 1.099
12 H -0.768 -0.792 0.278  C4 1.111
13 C -2.563 1.523 -0.896  S14 1.829, H15 1.092, H16 1.097, H17 1.094
14 S -1.073 0.771 -1.642  C13 1.829
15 H -2.319 2.025 0.044  C13 1.092
16 H -2.981 2.284 -1.567  C13 1.097
17 H -3.352 0.779 -0.756  C13 1.094